ORCA calculation (ωB97M-V with the def2-TZVPD basis set) on the molecule C6H10.

Each atom is followed by the atoms it is bonded to, with distances in Å.
Geometry (Å):
1 C 2.17 0.49 0.71  C2 1.525, H7 1.096, H8 1.096, H9 1.096
2 C 0.99 0.32 -0.24  C1 1.525, C3 1.524, H10 1.097, H11 1.097
3 C 0.01 -0.78 0.15  C2 1.524, C4 1.560, H12 1.100, H13 1.102
4 C -1.20 -0.84 -0.82  C3 1.560, C5 1.450, H14 1.101, H15 1.095
5 C -2.30 -0.04 -0.30  C4 1.450, C6 1.204
6 C -2.95 0.91 0.05  C5 1.204, H16 1.057
7 H 1.83 0.75 1.72  C1 1.096
8 H 2.84 1.28 0.37  C1 1.096
9 H 2.76 -0.43 0.79  C1 1.096
10 H 0.43 1.26 -0.31  C2 1.097
11 H 1.36 0.09 -1.25  C2 1.097
12 H 0.54 -1.75 0.21  C3 1.100
13 H -0.35 -0.59 1.18  C3 1.102
14 H -1.11 -0.28 -1.77  C4 1.101
15 H -1.43 -1.87 -1.13  C4 1.095
16 H -3.60 1.48 0.65  C6 1.057

Calculated values
HOMO energy in eV: -9.827
ΔE to the lowest compared entry with this formula, charge and spin in eV: 1.883
Multiplicity: 1
Gap between HOMO and LUMO in eV: 10.97
Maximum force in eV/A: 1.2
Total energy in eV: -6381.976
Structure (SMILES): C#CCCCC